A gas-phase ion, C4H8NO2 (charge -2) in a non-equilibrium geometry, computed with ωB97M-V/def2-TZVPD.

```
15
C4H8NO2 | the Open Molecules 2025 dataset | ωB97M-V/def2-TZVPD
O 1.17 -2.37 1.01
C 1.19 -1.65 -0.03
C 0.60 -0.28 -0.21
C -0.93 -0.24 0.21
C -1.06 1.16 1.11
O -0.70 2.18 0.31
N 0.93 0.18 -1.60
H 1.54 -2.17 -0.98
H 1.01 0.49 0.46
H -1.21 -1.21 0.59
H -1.48 0.04 -0.69
H -2.15 1.29 1.28
H -0.47 1.07 2.06
H 1.48 1.01 -1.44
H 0.09 0.49 -2.08
```

Calculated values
Multiplicity = 2
Net charge = -2
Molecular weight = 102.1 g/mol
HOMO-LUMO gap (spin up / spin down) = 3.216 / 6.400 eV
<S²> = 0.754
Total energy = -362.239137 Ha
HOMO (spin up / spin down) = 4.282 / 1.066 eV
Lowest unoccupied orbital energy (spin up / spin down) = 7.50 / 7.47 eV